This record from the OMol25 dataset describes 3 unconnected molecules or ions with the total composition C2H11NO2 at a distorted geometry. The level of theory is ωB97M-V/def2-TZVPD.

Output
E = -7827.00712 eV
total charge = +1
Kohn-Sham gap (spin up / spin down) = 9.8010 / 4.5897 eV
multiplicity = 2
energy relative to the best compared isomer or geometry (same formula, charge and spin) = 39.2 kcal/mol
⟨S²⟩ = 0.75

The geometry in XYZ format:
```
16
Properties=species:S:1:pos:R:3:nbo_charge:R:1
C 2.0373 -1.5864 -0.5185 -0.49
N 1.2400 -2.4227 0.5527 -0.07
C 0.3777 -1.6169 1.5202 -0.48
H 1.4133 -0.6682 -0.7342 0.25
H 3.0901 -1.1937 -0.3303 0.30
H 2.0849 -2.3530 -1.3461 0.27
H 1.8444 -3.0021 1.1888 0.41
H 0.8958 -0.8643 2.1323 0.29
H 0.0053 -2.4565 2.1746 0.25
H -0.4127 -1.2147 0.8921 0.26
H -5.9983 1.1374 -2.7473 0.47
H -5.3538 1.3167 -1.4341 0.46
O -5.6243 0.5947 -2.0936 -0.93
H 1.9926 5.3039 -0.0389 0.47
H 1.1953 4.4060 0.8740 0.46
O 1.2124 4.6198 -0.0917 -0.93
```

This record from the OMol25 dataset describes 3 unconnected molecules or ions with the total composition C2H11NO2S at a distorted geometry. The level of theory is ωB97M-V/def2-TZVPD.

Output
E = -18672.14357 eV
total charge = 0
Kohn-Sham gap = 9.4551 eV
multiplicity = 1
energy relative to the best compared isomer or geometry (same formula, charge and spin) = 16.8 kcal/mol
structure (SMILES) = NCCS.O.O

The geometry in XYZ format:
```
17
Properties=species:S:1:pos:R:3:nbo_charge:R:1
N -1.2442 0.5146 -1.9221 -0.83
C -1.1317 0.2028 -0.4919 -0.24
C -1.5202 -1.2689 -0.3049 -0.51
S -1.9566 -1.7245 1.4017 -0.04
H -0.9625 1.4788 -2.0947 0.36
H -0.6504 -0.0766 -2.4870 0.35
H -1.9550 0.7444 -0.0196 0.20
H -0.1483 0.3202 -0.0393 0.18
H -2.2925 -1.6402 -0.9658 0.23
H -0.5802 -1.7881 -0.4743 0.20
H -1.0062 -0.9440 1.9622 0.10
O 3.0858 0.7588 -0.5389 -0.94
H 2.3028 0.9340 -0.0325 0.48
H 2.9829 -0.1781 -0.7268 0.46
O 1.6299 1.0063 1.9753 -1.00
H 2.5217 0.7746 2.1152 0.50
H 0.9248 0.8858 2.6434 0.50
```

This record from the OMol25 dataset describes 4 unconnected molecules or ions with the total composition C2H11NO3 at a distorted geometry. The level of theory is ωB97M-V/def2-TZVPD.

Output
E = -9884.36275 eV
total charge = 0
Kohn-Sham gap = 8.6878 eV
multiplicity = 1
energy relative to the best compared isomer or geometry (same formula, charge and spin) = 19.3 kcal/mol
structure (SMILES) = C=CN.O.O.O

The geometry in XYZ format:
```
17
Properties=species:S:1:pos:R:3:nbo_charge:R:1
C -0.4678 1.7848 0.2396 -0.52
C -1.0041 1.3421 1.3675 0.00
N -1.0543 -0.0024 1.7796 -0.83
H 0.0315 1.1130 -0.4404 0.19
H -0.5655 2.7439 -0.2556 0.21
H -1.5552 1.9825 2.0463 0.18
H -0.4989 -0.6443 1.2111 0.39
H -0.7021 -0.0682 2.7311 0.36
O 2.4878 0.6690 -0.5530 -0.94
H 2.5596 0.6501 0.4140 0.47
H 1.9374 -0.0723 -0.7468 0.47
O -0.7598 -0.9987 -2.0752 -0.98
H -0.3321 -1.0697 -2.9363 0.49
H -1.5136 -0.3795 -2.0542 0.51
O 0.5427 -2.1029 0.0872 -0.98
H -0.0188 -1.9862 -0.7114 0.50
H 0.9131 -2.9612 -0.1034 0.47
```

This record from the OMol25 dataset describes 3 unconnected molecules or ions with the total composition C2H11NO3 at a distorted geometry. The level of theory is ωB97M-V/def2-TZVPD.

Output
E = -9883.78618 eV
total charge = 0
Kohn-Sham gap = 9.2871 eV
multiplicity = 1
energy relative to the best compared isomer or geometry (same formula, charge and spin) = 32.6 kcal/mol
structure (SMILES) = CNCO.O.O

The geometry in XYZ format:
```
17
Properties=species:S:1:pos:R:3:nbo_charge:R:1
C -2.2343 -0.7237 -0.6330 -0.43
N -1.0541 -0.2883 -1.4096 -0.67
C 0.1630 -0.9179 -1.1454 0.09
O 0.6307 -0.9673 0.2234 -0.77
H -2.9095 -0.9110 -1.4645 0.20
H -2.6549 -0.0766 0.1548 0.19
H -2.0235 -1.6640 -0.1100 0.21
H -1.2537 0.5634 -1.8912 0.39
H 0.0087 -1.9902 -1.3825 0.14
H 1.0338 -0.6873 -1.7452 0.19
H 0.3692 -0.1277 0.6433 0.47
O 3.1124 0.0856 0.6766 -0.94
H 2.2812 0.5290 0.9076 0.45
H 2.6831 -0.7831 0.5649 0.48
O -0.7078 2.3291 1.7168 -0.94
H -0.5729 2.3193 2.6588 0.47
H -1.4215 2.9702 1.5919 0.47
```

This record from the OMol25 dataset describes 3 unconnected molecules or ions with the total composition C2H11NO3 at a distorted geometry. The level of theory is ωB97M-V/def2-TZVPD.

Output
E = -9884.16005 eV
total charge = 0
Kohn-Sham gap = 10.8510 eV
multiplicity = 1
energy relative to the best compared isomer or geometry (same formula, charge and spin) = 24.0 kcal/mol
structure (SMILES) = NCCO.O.O

The geometry in XYZ format:
```
17
Properties=species:S:1:pos:R:3:nbo_charge:R:1
N 1.7526 -0.2703 0.5981 -0.84
C 0.5068 -1.0426 0.0713 -0.26
C -0.6470 -0.7821 1.0976 -0.08
O -2.0023 -1.1733 0.6266 -0.72
H 1.6269 -0.3542 1.6016 0.36
H 2.5939 -0.8052 0.4882 0.38
H 0.1500 -0.7857 -0.9607 0.22
H 0.6431 -2.0631 -0.0668 0.19
H -0.4841 -1.3486 2.0055 0.17
H -0.6215 0.2745 1.3805 0.17
H -2.0169 -0.7335 -0.2007 0.49
O -1.7534 0.9959 -1.1493 -0.99
H -0.9394 1.5113 -1.3034 0.51
H -2.3893 1.6092 -1.4836 0.47
O 0.8289 1.7829 -1.0350 -1.05
H 1.6233 2.0432 -1.5080 0.48
H 1.1284 1.1415 -0.1620 0.52
```

This record from the OMol25 dataset describes 4 unconnected molecules or ions with the total composition C2H11NO4 at a distorted geometry. The level of theory is ωB97M-V/def2-TZVPD.

Output
E = -11930.49093 eV
total charge = 0
Kohn-Sham gap = 10.6394 eV
multiplicity = 1
energy relative to the best compared isomer or geometry (same formula, charge and spin) = 75.3 kcal/mol
structure (SMILES) = NCC=O.O.O.O

The geometry in XYZ format:
```
18
Properties=species:S:1:pos:R:3:nbo_charge:R:1
N -0.4059 -0.9876 1.1054 -0.80
C -0.4090 -0.7310 -0.3776 -0.36
C -0.3156 0.7125 -0.7851 0.44
O -0.9390 1.2337 -1.7546 -0.54
H -1.1996 -0.5433 1.5003 0.39
H -0.6014 -1.9283 1.1919 0.37
H -1.2304 -1.3701 -0.9211 0.22
H 0.4668 -1.2373 -0.7755 0.25
H 0.1704 1.5319 0.0432 0.14
O -3.4016 0.5802 0.5966 -0.96
H -3.8418 1.2752 1.0467 0.47
H -3.3290 0.9085 -0.3801 0.49
O 2.8793 0.3754 -0.9079 -0.98
H 2.8025 -0.1204 -0.0593 0.50
H 3.2211 -0.3972 -1.5806 0.46
O 2.3537 -0.9138 1.4717 -1.03
H 2.4121 -0.5485 2.3664 0.46
H 1.1784 -0.7498 1.5604 0.49
```

Look up the energy relative to the best compared isomer or geometry (same formula, charge and spin) of the first one. 39.2 kcal/mol

Number 1 is which compound? C2H11NO2